(1)
{
  "formula": "C21H23Br4MnN4O3",
  "method": "ωB97M-V/def2-TZVPD",
  "energy_ev": -345737.4989,
  "largest_force_ev_per_a": 0.88,
  "e_homo_ev": [-10.7, -11.0],
  "s_squared": 1.025,
  "homo_lumo_gap_ev": [5.488, 6.011],
  "spin_multiplicity": 2,
  "relative_energy_kj_mol": 0.0,
  "total_charge": 1,
  "elements": ["Mn", "O", "C", "C", "C", "C", "C", "C", "C", "N", "C", "C", "N", "H", "H", "H", "H", "H", "H", "H", "C", "N", "C", "C", "C", "N", "C", "C", "H", "H", "H", "H", "H", "H", "H", "H", "H", "H", "H", "H", "H", "H", "H", "H", "Br", "C", "C", "Br", "C", "Br", "C", "O", "C", "O", "C", "Br"],
  "xyz": [[-0.2367, 0.1028, 0.0174], [0.2253, -0.5993, 1.6883], [-0.3322, -1.1372, 2.7485], [0.4807, -1.4567, 3.8544], [-0.0699, -2.0478, 4.9675], [-1.4345, -2.3422, 5.0200], [-2.2392, -2.0342, 3.9473], [-1.7035, -1.4289, 2.8025], [-2.5070, -1.0725, 1.6534], [-2.1033, -0.4851, 0.5160], [-3.2558, -0.3339, -0.2473], [-4.3216, -0.8203, 0.4200], [-3.8366, -1.2781, 1.6161], [1.5369, -1.2258, 3.8097], [0.5610, -2.2884, 5.8122], [-1.8573, -2.8083, 5.8971], [-3.2923, -2.2723, 4.0106], [-3.2806, 0.0933, -1.2285], [-5.3610, -0.8804, 0.1588], [-4.3743, -1.6928, 2.3564], [1.4549, -2.5936, 0.2387], [1.4167, -1.4166, -0.6641], [1.3073, -1.9494, -2.0391], [2.7004, -0.6781, -0.5631], [2.6530, 0.3230, 0.5648], [1.5112, 1.2588, 0.3647], [1.3559, 2.0772, 1.5895], [1.8258, 2.1871, -0.7516], [2.2031, -3.3044, -0.1221], [0.4786, -3.0771, 0.2447], [1.7007, -2.2955, 1.2525], [2.1602, -2.6020, -2.2477], [1.2913, -1.1366, -2.7601], [0.3852, -2.5173, -2.1407], [2.8743, -0.1695, -1.5121], [3.5320, -1.3777, -0.4316], [3.5852, 0.8916, 0.6328], [2.4932, -0.1810, 1.5138], [2.2583, 2.6742, 1.7466], [1.1957, 1.4265, 2.4448], [0.5056, 2.7435, 1.4619], [2.8256, 2.6037, -0.6090], [1.1012, 2.9964, -0.7589], [1.7821, 1.6749, -1.7109], [-3.9510, 4.3805, -3.7238], [-2.9159, 2.9393, -3.1313], [-2.7572, 1.7836, -3.9760], [-3.5887, 1.7452, -5.6520], [-2.0019, 0.7102, -3.5663], [-1.7410, -0.8482, -4.5612], [-1.3796, 0.7730, -2.2969], [-0.6245, -0.1544, -1.7680], [-1.5452, 1.8919, -1.4713], [-0.8946, 1.7964, -0.3442], [-2.3181, 2.9982, -1.8936], [-2.4588, 4.4322, -0.7079]],
  "forces_ev_per_a": [[0.29, -0.49, -0.02], [0.03, 0.71, -0.52], [-0.30, -0.29, 0.50], [-0.21, 0.07, -0.25], [-0.07, -0.04, 0.05], [0.02, 0.00, 0.00], [0.13, 0.05, -0.05], [0.38, 0.09, -0.03], [0.14, 0.02, 0.19], [-0.50, -0.55, 0.16], [-0.05, -0.03, -0.17], [-0.02, 0.04, -0.01], [0.20, 0.05, -0.08], [0.02, 0.01, -0.02], [0.02, 0.00, 0.02], [-0.01, -0.02, 0.03], [-0.06, 0.00, -0.01], [0.09, 0.03, -0.06], [-0.03, 0.02, -0.06], [-0.01, 0.00, 0.00], [-0.03, 0.14, -0.02], [0.08, -0.13, 0.14], [-0.08, 0.09, 0.01], [-0.11, 0.03, -0.10], [-0.20, 0.05, 0.03], [0.54, -0.11, -0.08], [-0.07, -0.02, -0.07], [-0.10, -0.07, 0.01], [0.00, -0.02, 0.00], [0.01, 0.01, 0.01], [0.01, -0.01, -0.03], [0.00, -0.02, 0.00], [0.00, -0.04, 0.02], [0.00, 0.01, -0.01], [-0.04, -0.01, 0.02], [-0.01, 0.00, 0.07], [0.00, -0.02, -0.05], [0.01, 0.00, 0.02], [0.00, -0.01, 0.00], [-0.01, 0.02, -0.02], [-0.02, 0.00, 0.03], [0.01, 0.01, -0.02], [0.02, -0.03, 0.00], [-0.01, -0.03, 0.01], [0.00, 0.03, 0.03], [0.03, -0.21, -0.15], [-0.04, 0.24, 0.15], [0.01, -0.04, -0.02], [0.18, 0.04, 0.35], [-0.01, -0.06, -0.08], [-0.12, -0.05, -0.28], [-0.01, 0.48, 0.09], [-0.05, 0.20, 0.03], [-0.22, 0.10, 0.17], [0.21, -0.32, 0.08], [-0.03, 0.09, 0.02]],
  "mulliken_charge": [0.66, 0.35, 0.45, -0.63, -0.85, -1.04, -0.82, 0.46, 0.40, 0.47, -0.51, -0.94, -0.07, 0.48, 0.46, 0.41, 0.35, 0.45, 0.45, 0.17, -1.42, 0.84, -1.19, -1.09, -0.46, 0.85, -0.97, -1.19, 0.44, 0.34, 0.36, 0.41, 0.37, 0.32, 0.49, 0.44, 0.56, 0.03, 0.46, 0.20, 0.20, 0.36, 0.29, 0.39, -0.11, 0.46, 0.27, -0.11, -0.27, -0.07, -0.47, -0.04, 0.80, -0.68, -0.41, -0.09]
}


(2)
{
  "formula": "C21H23ClF2N2O",
  "method": "ωB97M-V/def2-TZVPD",
  "energy_ev": -45119.5415,
  "largest_force_ev_per_a": 19.71,
  "e_homo_ev": -8.1,
  "homo_lumo_gap_ev": 7.979,
  "total_charge": 0,
  "elements": ["O", "C", "N", "H", "C", "C", "N", "C", "C", "C", "H", "H", "H", "H", "H", "H", "C", "C", "C", "C", "C", "C", "C", "H", "H", "Cl", "H", "H", "H", "H", "H", "H", "H", "C", "H", "H", "C", "C", "C", "C", "C", "C", "C", "H", "F", "F", "H", "H", "H", "H"],
  "xyz": [[-0.1503, -3.2818, -0.3537], [0.5291, -2.4304, 0.0916], [0.1329, -1.2933, 0.5786], [0.9080, -0.6003, 0.8072], [-1.1760, -0.6466, 0.2272], [-1.2067, 0.1735, 1.5519], [-0.1499, 1.3089, 1.4966], [-0.7417, 2.0129, 0.2797], [-0.4979, 1.1827, -0.9982], [-1.3407, 0.0554, -0.9074], [-1.1047, -0.8353, -1.6850], [-2.4222, 0.1334, -1.0288], [-0.7442, 2.0112, -1.9316], [0.5991, 0.8986, -0.9185], [-0.0577, 2.9000, 0.2707], [-1.5374, 2.4482, 0.3940], [-0.1766, 2.1480, 2.7290], [-1.4011, 2.7337, 3.1839], [-1.9029, 3.9530, 2.8307], [-2.8514, 4.5874, 3.1598], [-3.9246, 3.9297, 3.7796], [-3.4670, 2.5527, 4.3846], [-2.4264, 1.9642, 4.0620], [-2.0913, 1.0013, 4.4256], [-4.5927, 1.9982, 4.8716], [-5.4212, 4.7750, 4.3463], [-3.1090, 5.7904, 2.6561], [-1.1261, 4.3985, 2.2327], [0.2125, 1.2837, 3.5337], [0.6126, 2.7745, 2.6560], [-1.1720, -0.5262, 2.5488], [-2.4254, 0.4505, 1.5114], [-1.7717, -1.6629, 0.4821], [2.1345, -2.7178, 0.0205], [2.3092, -3.8337, -0.1209], [2.3783, -2.7195, 1.2824], [2.7948, -1.9892, -0.9485], [3.1812, -2.4706, -2.1159], [1.9851, -3.3287, -2.8022], [2.1487, -3.8724, -4.0879], [3.2123, -3.2210, -4.8242], [4.3640, -2.6549, -4.3109], [4.1369, -2.1378, -3.1567], [4.9304, -1.4122, -2.7958], [5.1520, -2.2992, -5.2397], [3.0936, -3.6310, -6.1505], [1.2819, -4.1958, -4.5352], [1.1202, -3.3836, -2.1953], [3.8564, -2.0169, -0.4987], [2.6746, -1.0663, -0.8976]],
  "forces_ev_per_a": [[-3.35, -2.58, -1.40], [5.06, -1.36, -0.73], [2.34, 3.86, -0.60], [-1.47, -1.26, -0.25], [1.77, -6.68, 10.98], [-3.66, -0.20, 1.91], [-4.52, -1.54, -1.11], [12.10, -1.91, -0.46], [1.48, 5.63, -1.07], [-2.13, -3.77, -7.57], [-0.38, 2.22, 0.68], [-0.03, 0.93, -0.24], [0.93, -2.79, 2.34], [-1.28, 0.43, -0.75], [-0.15, -0.34, -0.71], [-9.43, 3.56, 1.38], [0.63, -6.09, 1.49], [-5.48, -1.96, 3.13], [15.45, -7.03, -5.09], [-16.21, 10.96, 2.34], [2.14, -1.53, 2.66], [-13.83, 4.96, 1.42], [9.94, -1.94, -3.60], [-0.34, -0.15, 0.03], [4.08, 1.47, -1.01], [1.70, -1.20, -0.78], [0.95, -3.79, 1.81], [0.09, 0.93, -0.55], [-1.06, 2.40, -1.59], [2.38, 2.44, -0.32], [0.43, 1.69, -2.58], [2.95, 0.61, 0.70], [0.12, 2.76, -1.32], [-4.68, -4.51, 7.03], [-0.79, 1.30, -0.13], [0.20, 0.99, -3.51], [7.14, -1.60, 5.46], [-3.51, -5.97, -13.59], [4.81, 1.35, 0.69], [2.32, 4.97, 2.48], [-2.72, -5.57, -1.11], [-5.24, -2.66, -4.35], [1.56, 3.75, 10.14], [-0.67, -0.65, -0.40], [3.81, 1.57, -1.70], [1.09, 1.04, 0.67], [-1.42, -1.27, -1.47], [-0.82, -0.72, 0.30], [-0.53, 0.67, 0.25], [-1.76, 8.56, 0.10]],
  "mulliken_charge": [-0.64, 0.51, 0.05, 0.33, -0.28, -0.37, 0.02, -1.80, -0.15, -0.94, 0.28, 0.36, 0.35, 0.02, 0.65, 0.97, -1.86, 1.04, -0.29, -0.38, 0.25, -0.30, -0.47, 0.34, 0.13, -0.19, 0.15, 0.34, 0.41, 0.72, 0.27, 0.24, 0.33, -1.08, 0.38, 0.32, -0.90, 0.63, -0.29, -0.97, 0.54, 0.41, -0.88, 0.27, -0.30, -0.30, 0.41, 0.43, 0.25, 0.98]
}


(3)
{
  "formula": "C21H23ClN4O6",
  "method": "ωB97M-V/def2-TZVPD",
  "energy_ev": -52918.0753,
  "largest_force_ev_per_a": 1.27,
  "e_homo_ev": -8.7,
  "homo_lumo_gap_ev": 8.435,
  "total_charge": 0,
  "smiles": "CC(C)CNC(=O)NC(=O)COC(=O)c1cc([N+](=O)[O-])ccc1NCc1ccccc1Cl",
  "elements": ["C", "C", "C", "C", "N", "C", "O", "N", "C", "O", "C", "O", "C", "O", "C", "C", "C", "N", "O", "O", "C", "C", "C", "N", "C", "C", "C", "C", "C", "C", "C", "Cl", "H", "H", "H", "H", "H", "H", "H", "H", "H", "H", "H", "H", "H", "H", "H", "H", "H", "H", "H", "H", "H", "H", "H"],
  "xyz": [[-4.9794, -1.6395, -1.2385], [-3.6895, -2.1142, -0.5760], [-2.8226, -0.9233, -0.1748], [-2.9301, -3.0444, -1.5336], [-1.6830, -3.4975, -0.9628], [-0.5150, -2.9798, -1.3546], [-0.3013, -2.3282, -2.3497], [0.5801, -3.2631, -0.4861], [0.5125, -3.5613, 0.8389], [-0.4409, -4.0693, 1.3839], [1.7927, -3.2163, 1.6038], [2.4127, -2.0409, 1.1055], [1.6178, -0.9559, 1.0290], [0.4467, -1.0059, 1.3623], [2.2981, 0.2174, 0.4815], [3.6670, 0.1675, 0.2518], [4.3314, 1.2529, -0.2909], [5.7404, 1.1883, -0.5079], [6.2862, 2.1663, -0.9821], [6.3157, 0.1606, -0.2036], [3.6240, 2.4127, -0.6342], [2.2766, 2.4798, -0.4203], [1.5645, 1.3999, 0.1556], [0.2538, 1.4740, 0.3965], [-0.6053, 2.5854, 0.0651], [-1.9605, 2.4085, 0.6952], [-2.0619, 1.9887, 2.0174], [-3.2929, 1.8184, 2.6233], [-4.4534, 2.0727, 1.9118], [-4.3772, 2.5003, 0.5989], [-3.1381, 2.6663, -0.0007], [-3.0929, 3.2067, -1.6461], [-5.5983, -2.4849, -1.5298], [-5.5483, -1.0157, -0.5533], [-4.7532, -1.0552, -2.1274], [-3.9418, -2.6820, 0.3269], [-1.9442, -1.2472, 0.3790], [-2.4948, -0.3811, -1.0594], [-3.3890, -0.2455, 0.4589], [-2.6870, -2.5156, -2.4581], [-3.5456, -3.9167, -1.7732], [-1.7134, -3.9343, -0.0462], [1.4512, -2.8837, -0.8405], [1.5294, -3.0983, 2.6600], [2.5308, -4.0133, 1.4927], [4.2272, -0.7205, 0.5012], [4.1648, 3.2394, -1.0692], [1.7419, 3.3722, -0.6992], [-0.1903, 0.6358, 0.7613], [-0.7106, 2.6759, -1.0226], [-0.1630, 3.5167, 0.4429], [-1.1587, 1.7953, 2.5762], [-3.3460, 1.4878, 3.6488], [-5.4184, 1.9405, 2.3761], [-5.2732, 2.7033, 0.0337]],
  "forces_ev_per_a": [[0.18, -0.20, 0.20], [0.11, 0.12, -0.25], [-0.13, -0.26, 0.08], [-0.23, 0.13, 0.02], [-0.35, -0.24, 0.30], [0.39, -0.29, 0.32], [0.04, 0.28, -0.38], [0.14, 0.04, -0.46], [0.31, -0.03, 0.09], [-0.07, -0.13, 0.28], [-0.38, -0.22, 0.37], [0.29, 0.04, -0.13], [-0.33, 0.16, 0.11], [0.33, -0.02, 0.10], [0.11, 0.19, -0.15], [0.24, 0.23, -0.12], [-1.25, 0.03, 0.21], [0.61, -0.07, -0.07], [0.13, 0.13, -0.08], [0.17, -0.14, 0.02], [0.30, -0.28, 0.06], [-0.19, -0.01, 0.04], [0.36, -0.16, 0.04], [-0.52, -0.30, 0.25], [0.13, 0.26, -0.29], [0.00, 0.01, -0.11], [-0.11, 0.03, -0.04], [0.01, -0.02, 0.04], [0.02, 0.00, -0.03], [0.00, 0.01, -0.03], [0.02, -0.06, 0.25], [-0.07, 0.05, -0.19], [-0.14, -0.06, -0.07], [-0.10, 0.08, 0.03], [0.01, 0.10, -0.14], [-0.01, -0.02, 0.00], [0.11, 0.03, 0.06], [0.06, 0.12, -0.15], [-0.04, 0.12, 0.08], [-0.10, -0.07, 0.03], [0.01, 0.09, -0.07], [0.18, 0.04, -0.14], [-0.24, 0.01, 0.05], [-0.01, -0.06, -0.22], [-0.08, 0.09, 0.01], [0.00, 0.02, -0.02], [-0.02, 0.04, -0.02], [-0.05, 0.09, -0.04], [0.16, 0.11, -0.07], [0.07, 0.08, 0.19], [-0.03, -0.04, -0.10], [0.12, -0.04, 0.06], [0.00, -0.03, 0.10], [-0.09, -0.01, 0.04], [-0.06, 0.02, -0.08]],
  "mulliken_charge": [-1.67, 0.85, -0.76, -1.31, -0.07, 0.35, -0.65, -0.11, 0.72, -0.69, -0.55, -0.37, 1.01, -0.77, 0.26, 0.01, -0.67, 1.04, -0.65, -0.64, -0.92, -0.71, 0.50, 0.08, -1.22, -0.11, -0.15, -0.81, -0.49, -0.59, 0.72, -0.24, 0.45, 0.38, 0.35, 0.26, 0.08, 0.41, 0.13, 0.46, 0.32, 0.34, 0.28, 0.32, 0.36, 0.64, 0.51, 0.42, 0.13, 0.59, 0.42, 0.47, 0.40, 0.40, 0.46]
}